No. 1
Computed, not measured: a 7-piece molecular cluster, C28H74N7O11 overall in a non-equilibrium geometry, with ωB97M-V with the def2-TZVPD basis set.

Geometry as XYZ:
```
120
Properties=species:S:1:pos:R:3:forces:R:3:mulliken_charge:R:1
N 0.739131 -1.027343 0.790453 -0.67 -0.70 0.25 -0.03
O 0.566723 -0.914621 -0.433936 0.17 0.11 0.16 -0.19
O 1.683856 -1.674195 1.268152 -0.06 0.29 -0.38 -0.71
O -0.132600 -0.549034 1.583299 0.20 0.10 -0.22 0.11
C -2.669171 5.072530 -5.977248 0.02 0.50 -0.50 -0.76
O -2.292260 3.859015 -5.416518 0.10 -0.38 0.20 -0.33
C -1.667735 4.018418 -4.156366 0.45 0.29 -0.02 -0.38
C -1.539528 2.682535 -3.470719 -0.81 -0.57 -0.56 0.06
N -1.324888 2.882528 -2.055890 0.19 0.07 -0.21 -0.13
C -1.080752 1.666556 -1.283339 0.19 0.34 -0.01 0.14
C -2.307590 0.919865 -0.844342 -0.48 -0.11 0.48 0.52
O -2.994003 0.404353 -1.954070 0.11 0.18 -0.91 -0.39
C -4.245916 -0.132576 -1.648443 0.28 -0.72 0.71 -0.78
H -3.613025 5.449171 -5.562018 0.07 0.02 0.12 0.27
H -2.802615 4.935428 -7.052402 -0.08 -0.11 0.05 0.26
H -1.891788 5.839810 -5.855089 -0.06 -0.01 0.09 0.31
H -2.243839 4.706807 -3.519025 -0.10 -0.07 -0.07 0.35
H -0.672395 4.469044 -4.292357 -0.11 0.08 0.01 0.28
H -0.748467 2.077383 -3.921026 0.28 0.19 0.21 -0.09
H -2.456096 2.119502 -3.708290 0.01 0.05 0.18 0.09
H -2.125354 3.394153 -1.701000 0.04 -0.12 0.27 0.30
H -0.543505 1.969242 -0.381418 0.33 -0.35 -0.34 0.15
H -0.426826 1.011420 -1.851984 0.02 -0.02 -0.04 -0.97
H -2.959575 1.586978 -0.248960 0.04 -0.33 -0.79 0.57
H -2.038372 0.098421 -0.162167 0.35 0.11 -0.31 -0.08
H -5.044302 0.614728 -1.618273 0.02 0.03 -0.05 0.25
H -4.190341 -0.624158 -0.661497 -0.26 0.13 -0.15 0.17
H -4.447857 -0.921109 -2.371396 -0.22 0.15 -0.22 0.36
C 4.842864 1.559240 0.155164 -0.44 0.01 -0.28 -0.89
O 3.857583 1.008200 -0.696628 0.48 -0.27 0.51 -0.16
C 3.069036 1.943124 -1.341078 -0.14 1.14 -0.64 -0.51
C 2.749560 1.485383 -2.746467 0.35 0.00 -0.68 -0.62
N 2.125376 0.207782 -2.789291 -0.48 -0.63 0.08 0.48
C 1.768360 -0.308404 -4.096722 0.49 0.63 0.65 0.50
C 2.967438 -0.730884 -4.930087 -0.68 -0.07 -0.10 -0.81
O 3.571189 -1.889372 -4.401661 -0.26 0.25 0.16 -0.18
C 4.421485 -2.483807 -5.320676 0.58 0.15 -0.46 -0.89
H 4.439454 2.263286 0.892350 -0.18 -0.19 0.06 0.32
H 5.577514 2.127436 -0.434390 0.18 -0.26 0.06 0.35
H 5.265656 0.695781 0.660893 0.35 0.20 0.09 0.21
H 3.602584 2.903088 -1.471781 0.06 -0.10 0.16 0.52
H 2.166811 2.198390 -0.768494 -0.11 -0.28 0.03 0.16
H 3.693621 1.385548 -3.300341 0.13 0.16 0.24 0.44
H 2.217307 2.295117 -3.296518 -0.26 -0.06 0.28 0.20
H 1.361509 0.101451 -2.131718 0.30 -0.12 0.12 -0.49
H 1.245255 0.489701 -4.659530 -0.19 -0.34 -0.29 0.21
H 1.138651 -1.179785 -3.930479 -0.16 0.04 -0.16 -0.64
H 3.673217 0.105335 -5.017371 0.19 -0.16 -0.06 0.40
H 2.570438 -0.957884 -5.934536 0.20 0.07 -0.03 0.48
H 5.244909 -1.808436 -5.610934 0.00 -0.05 0.10 0.31
H 3.910365 -2.745166 -6.260221 -0.11 -0.14 0.11 0.33
H 4.857924 -3.374409 -4.873484 -0.08 -0.06 0.03 0.24
C -2.237971 2.736541 1.524025 0.48 0.43 0.25 -0.92
C -2.764043 1.788051 2.592650 0.52 0.75 0.51 0.94
C -3.602189 0.666395 2.025274 0.17 -0.55 0.27 -0.22
O -4.702326 1.151959 1.282486 -0.54 0.11 -0.05 -0.20
C -5.908303 1.144207 2.021685 0.29 -0.20 -0.21 -0.85
N -1.624219 1.302639 3.376750 0.48 -0.92 -0.26 -0.57
H -3.027762 3.253419 0.977132 -0.13 -0.22 -0.05 0.32
H -1.575626 2.222635 0.820103 -0.35 0.39 0.83 -0.78
H -1.652935 3.525366 2.004810 0.06 -0.11 0.13 0.56
H -3.342434 2.425339 3.277457 -0.40 -0.32 -0.08 0.39
H -3.932108 0.001462 2.834856 -0.15 0.20 0.02 0.81
H -2.986127 0.033413 1.376759 -0.12 0.22 0.19 -0.54
H -5.726290 1.485585 3.045002 -0.20 0.01 0.02 0.33
H -6.332662 0.131233 2.031105 0.00 0.04 0.20 0.28
H -6.624517 1.798929 1.528263 0.06 0.11 -0.01 0.25
H -0.932320 0.916152 2.722669 -0.04 0.46 0.03 -0.29
H -1.858797 0.437913 3.880624 -0.42 0.63 0.01 0.38
C -1.044899 -3.005747 -2.522527 -0.07 0.83 0.67 -1.12
C -0.006680 -4.047836 -2.843726 0.10 -0.32 0.85 0.40
C 0.202607 -4.212521 -4.332578 0.70 -0.24 0.06 -0.67
O -0.818950 -5.030324 -4.852263 -0.34 -0.18 -0.32 -0.36
C -0.452130 -5.596522 -6.091498 0.11 -0.09 0.64 -0.77
N 1.245485 -3.680190 -2.172270 -0.22 0.18 -0.62 -0.32
H -0.717404 -2.017337 -2.857908 -0.07 -0.08 -0.26 0.05
H -1.112591 -2.868537 -1.437125 -0.11 -0.20 -0.05 0.12
H -2.046298 -3.210008 -2.896709 0.08 -0.17 -0.21 0.48
H -0.357541 -5.010058 -2.440165 -0.18 -0.09 -0.37 0.38
H 1.178234 -4.696052 -4.511893 -0.05 0.03 0.08 0.43
H 0.239756 -3.242784 -4.846728 -0.09 0.03 0.03 0.27
H 0.390273 -6.286946 -5.936867 0.11 0.17 -0.19 0.31
H -0.168779 -4.807276 -6.793502 -0.05 -0.15 -0.25 0.29
H -1.284397 -6.198148 -6.449250 -0.14 0.22 -0.15 0.27
H 1.065624 -3.404660 -1.214565 0.18 0.18 -0.02 0.03
H 1.910315 -4.441489 -2.188982 0.01 0.00 0.08 0.24
C 2.085208 1.764227 2.671838 -0.31 1.14 -0.13 -0.85
C 2.795683 0.748775 3.514572 0.90 -0.60 0.06 0.82
C 3.450170 1.355335 4.755206 -0.71 -0.03 -0.13 -1.00
O 4.272259 2.431907 4.369521 0.19 0.18 0.13 -0.20
C 4.904850 3.104099 5.444712 -0.48 0.26 -0.99 -0.80
N 1.965053 -0.372627 3.932881 -0.70 -0.05 0.39 -0.57
H 1.304287 2.237721 3.283018 -0.20 -0.20 -0.21 0.35
H 1.649050 1.343924 1.766650 -0.13 -0.23 0.16 -0.29
H 2.714968 2.597043 2.343363 0.25 -0.19 0.14 0.45
H 3.643352 0.311167 2.969865 -0.23 0.03 -0.28 0.13
H 4.012413 0.562086 5.261750 0.02 0.10 0.13 0.38
H 2.643580 1.727764 5.414847 0.19 -0.08 0.12 0.37
H 5.152702 4.091928 5.047435 0.27 -0.08 0.11 0.22
H 5.817943 2.578391 5.729517 -0.06 0.00 0.41 0.27
H 4.202326 3.282544 6.265275 0.18 -0.32 0.22 0.33
H 1.442920 -0.745756 3.136983 0.70 -0.16 -0.21 0.06
H 1.182141 -0.056941 4.505246 0.39 0.49 0.21 0.21
C -1.436248 -2.473473 7.417387 -0.28 -0.23 -0.35 -1.46
C -0.702752 -2.704627 6.081062 -0.29 0.37 0.91 0.47
C -0.903607 -1.506037 5.172627 -0.57 0.54 -0.87 -0.83
O -2.219710 -1.341545 4.634699 -0.29 -0.34 0.18 -0.47
C -2.454457 -2.218725 3.555202 0.67 -1.65 0.47 -0.52
N 0.736220 -2.913717 6.227565 -0.15 -0.32 0.35 -0.65
H -1.254566 -1.469972 7.805562 0.16 -0.07 0.15 0.28
H -1.144718 -3.241489 8.137674 0.08 0.15 0.11 0.44
H -2.515200 -2.579308 7.268297 0.02 0.13 0.00 0.31
H -1.141568 -3.627149 5.694062 0.19 0.12 -0.52 0.23
H -0.211689 -1.518400 4.328788 0.16 -0.25 0.10 0.29
H -0.776696 -0.557381 5.706687 0.41 -0.25 0.26 0.59
H -3.461805 -2.116416 3.168668 0.04 0.43 -0.11 0.32
H -2.376523 -3.265330 3.912931 -0.22 0.20 -0.02 0.30
H -1.661705 -2.167784 2.800365 -0.30 0.58 -0.25 0.05
H 1.172109 -2.093208 6.640980 0.02 0.05 -0.20 0.22
H 0.852999 -3.657395 6.911535 0.21 0.04 -0.11 0.29
```
Positions in Å, forces in eV/Å.

Properties
E_tot	-2321.92149	Ha
gap between HOMO and LUMO	8.03	eV
HOMO	-0.19977	hartree
net charge	-1
molecular weight	684.9	g/mol



No. 2
Computed, not measured: a 6-piece molecular cluster, C28H76BN6O6 overall, with ωB97M-V with the def2-TZVPD basis set.

Geometry as XYZ:
```
117
Properties=species:S:1:pos:R:3:forces:R:3:mulliken_charge:R:1
C -2.102730 -3.177503 -2.696020 0.10 0.10 0.03 -0.62
C -1.076856 -4.237777 -2.309243 0.11 0.13 -0.16 -0.68
C -1.437249 -5.691227 -2.635364 -0.03 -0.08 0.17 -0.44
C -2.868334 -6.178282 -2.389901 -0.01 -0.31 0.05 -0.33
C -3.185714 -6.540945 -0.927321 -0.02 0.25 -0.07 -0.97
B -3.527766 -5.346872 0.172065 -0.03 -0.19 0.23 0.28
C -5.150796 -5.138024 0.386268 0.24 0.11 0.11 -1.66
C -5.862061 -4.479004 -0.788858 0.03 0.36 0.31 2.36
O -6.186641 -3.104452 -0.431878 -0.31 -0.29 -0.13 -0.64
C -7.134236 -5.170181 -1.252049 -0.15 -0.03 -0.14 -0.79
N -7.501266 -4.946188 -2.662610 -0.16 -0.06 0.17 -0.71
H -2.067535 -2.951159 -3.764610 -0.12 -0.11 -0.07 0.39
H -3.114499 -3.461289 -2.417873 -0.03 -0.02 0.01 0.11
H -1.880607 -2.248077 -2.167706 0.06 0.02 -0.05 0.04
H -0.835091 -4.136241 -1.252115 -0.19 -0.05 0.08 0.29
H -0.159468 -4.004167 -2.861640 0.14 -0.04 0.15 0.47
H -1.139717 -5.911168 -3.665204 -0.10 0.10 -0.09 0.35
H -0.800939 -6.326425 -2.009573 0.13 -0.03 -0.10 0.10
H -2.973208 -7.089434 -2.995967 -0.05 0.04 -0.09 0.37
H -3.607165 -5.478348 -2.790828 0.03 0.08 -0.04 0.06
H -2.342077 -7.152515 -0.579202 0.02 -0.02 0.04 0.28
H -4.041080 -7.231999 -0.955527 -0.03 -0.04 0.08 0.31
H -3.041552 -5.656395 1.274664 -0.01 0.03 -0.10 -0.30
H -3.033655 -4.253763 -0.147545 -0.01 0.06 -0.07 -0.34
H -5.286931 -4.474144 1.245843 -0.14 0.00 0.03 0.21
H -5.637710 -6.084620 0.653354 0.00 -0.08 -0.06 0.31
H -5.180448 -4.407100 -1.646365 0.05 -0.19 -0.06 -1.05
H -5.748521 -2.535755 -1.063750 0.11 0.37 -0.14 0.36
H -7.951495 -4.789359 -0.636088 -0.01 -0.12 0.13 0.33
H -7.058273 -6.242173 -1.064235 0.11 -0.05 -0.09 0.38
H -8.130964 -4.160104 -2.731315 0.09 0.15 -0.06 0.29
H -6.674464 -4.717870 -3.199729 0.04 0.00 -0.05 0.25
C -4.717280 1.084225 -0.199091 -0.05 0.02 0.02 -1.66
C -4.327583 -0.280741 0.364120 -0.03 0.05 -0.10 0.55
C -3.199683 -0.231883 1.399122 -0.08 -0.10 0.10 -0.89
O -1.905862 -0.003328 0.866402 0.07 0.08 0.01 -0.40
C -1.590768 1.338789 0.583148 0.10 -0.10 -0.03 -0.75
N -4.040237 -1.195276 -0.735982 0.14 -0.13 0.10 -0.53
H -4.005488 1.425476 -0.951944 0.03 -0.01 0.02 0.28
H -5.690927 1.017962 -0.684158 0.01 -0.02 -0.03 0.39
H -4.778319 1.841002 0.587080 0.01 0.00 0.00 0.38
H -5.199047 -0.683971 0.889210 0.02 -0.02 0.05 0.49
H -3.142991 -1.208661 1.882668 0.04 -0.02 -0.04 0.38
H -3.416524 0.516761 2.176217 -0.02 0.03 -0.03 0.48
H -2.041483 2.019088 1.315543 -0.03 0.03 -0.03 0.32
H -1.903983 1.634836 -0.422099 -0.06 0.05 0.04 0.30
H -0.504907 1.433091 0.639051 0.00 0.03 -0.01 0.26
H -3.923458 -2.139398 -0.364411 0.03 -0.01 -0.03 0.03
H -3.134222 -0.962061 -1.131633 -0.07 0.07 -0.03 0.33
C 1.368106 4.042528 2.799809 0.09 0.06 -0.07 -1.16
C 2.036022 3.724180 4.134242 -0.13 0.00 -0.03 1.07
C 2.386549 2.242988 4.323768 0.11 -0.01 0.04 -0.97
O 1.288505 1.402925 4.599915 0.00 0.02 -0.06 -0.45
C 0.539535 1.000104 3.465702 -0.13 -0.09 0.10 -0.58
N 1.208953 4.248960 5.224025 0.08 -0.07 0.05 -0.73
H 0.313479 3.765446 2.801335 0.01 -0.05 0.03 0.31
H 1.419255 5.111484 2.595264 -0.05 0.02 0.05 0.09
H 1.859707 3.514914 1.978691 -0.02 -0.03 0.01 0.33
H 2.989714 4.264231 4.162615 0.04 -0.02 0.00 -0.10
H 3.043416 2.156797 5.194351 -0.02 -0.01 0.01 0.39
H 2.940833 1.864497 3.452958 -0.01 0.04 -0.02 0.42
H 1.181953 0.858824 2.591518 0.01 0.01 -0.01 0.29
H -0.243661 1.721637 3.223671 0.03 0.00 -0.07 0.17
H 0.061885 0.051369 3.703176 0.02 -0.01 0.01 0.34
H 1.706659 4.154782 6.104094 0.01 0.04 -0.01 0.27
H 0.396906 3.644964 5.318352 -0.03 0.04 -0.03 0.31
C 1.087527 9.893583 -0.214451 0.03 0.03 -0.03 -1.46
C 1.705511 9.528808 1.131611 -0.13 0.04 -0.03 0.30
C 1.941642 8.029164 1.326437 0.21 -0.08 0.10 -0.24
O 0.785665 7.264851 1.600975 -0.14 0.08 -0.05 -0.37
C 0.005491 6.899753 0.481040 0.00 -0.07 0.07 -0.79
N 0.895312 10.115939 2.202901 0.06 -0.07 0.04 -0.73
H 0.016185 9.691579 -0.231186 0.00 -0.05 0.01 0.30
H 1.217393 10.958109 -0.407327 -0.03 0.01 0.03 0.36
H 1.555572 9.339000 -1.029959 0.00 -0.01 0.01 0.35
H 2.695236 9.992980 1.177911 0.03 -0.05 0.00 0.38
H 2.579580 7.899936 2.204225 0.01 -0.01 -0.01 0.10
H 2.483877 7.604264 0.471001 -0.02 0.05 -0.03 0.29
H 0.632076 6.728448 -0.400196 -0.01 0.01 -0.02 0.36
H -0.749006 7.653683 0.241676 0.03 0.02 -0.04 0.26
H -0.507762 5.971518 0.732456 0.01 -0.01 0.00 0.27
H 1.368934 9.992287 3.092420 0.02 0.05 -0.01 0.29
H 0.041645 9.570593 2.286438 -0.02 0.03 -0.02 0.32
C 1.681717 -7.941420 -5.910721 0.04 0.02 -0.07 -1.46
C 2.485400 -7.869527 -4.615230 -0.17 -0.01 -0.01 0.25
C 3.124835 -9.201993 -4.204397 0.11 0.05 0.03 -0.69
O 2.235073 -10.154461 -3.661653 -0.04 -0.04 -0.01 -0.37
C 1.482895 -10.895287 -4.599280 0.00 -0.02 0.06 -0.63
N 1.641420 -7.286831 -3.574592 0.22 -0.14 0.06 -0.46
H 0.701933 -8.389544 -5.746920 0.01 -0.03 0.02 0.29
H 1.512209 -6.936955 -6.296498 -0.03 0.01 0.03 0.34
H 2.204720 -8.519761 -6.676113 -0.01 -0.01 0.01 0.38
H 3.319014 -7.178890 -4.783545 0.04 -0.02 0.01 0.34
H 3.846014 -9.000856 -3.407997 -0.02 -0.01 0.02 0.34
H 3.677250 -9.642564 -5.047961 -0.03 0.03 -0.03 0.40
H 2.067092 -11.099033 -5.503331 -0.01 0.00 -0.02 0.29
H 0.558159 -10.385640 -4.879757 0.02 0.01 -0.05 0.22
H 1.221206 -11.842575 -4.128761 0.00 0.00 0.01 0.26
H 2.191381 -7.102503 -2.741267 -0.02 0.09 -0.03 0.25
H 0.953677 -7.976824 -3.285097 -0.10 0.09 -0.06 0.28
C 5.189122 5.740525 1.381846 0.00 -0.02 -0.05 -1.19
C 6.255448 6.832656 1.375247 -0.15 -0.03 0.03 0.30
C 7.474376 6.523283 2.250751 0.09 0.03 -0.07 -0.74
O 7.254962 6.654084 3.640239 -0.06 -0.01 0.04 -0.39
C 6.640991 5.546105 4.269809 0.04 0.04 0.05 -0.60
N 5.624266 8.109523 1.717604 0.08 0.07 0.07 -0.52
H 4.583616 5.775672 2.288243 0.02 0.00 0.02 0.06
H 4.511237 5.876716 0.539835 -0.02 0.02 0.01 0.31
H 5.634045 4.746876 1.302736 0.00 0.00 0.01 0.41
H 6.631236 6.919150 0.350700 0.05 0.00 0.00 0.31
H 8.256724 7.249081 2.014182 0.00 0.01 0.03 0.36
H 7.870833 5.523999 2.023758 -0.05 -0.01 -0.02 0.40
H 6.969483 4.603388 3.821107 -0.01 -0.01 -0.01 0.30
H 5.550309 5.599750 4.225942 0.00 -0.04 -0.03 0.17
H 6.942611 5.560194 5.316377 0.01 0.01 0.00 0.30
H 6.282538 8.871431 1.586069 0.00 -0.02 -0.07 0.26
H 5.433321 8.103756 2.716298 -0.06 -0.01 -0.01 0.27
```
Positions in Å, forces in eV/Å.

Properties
E_tot	-1917.15482	Ha
gap between HOMO and LUMO	6.41	eV
HOMO	-0.17321	hartree
net charge	-1
molecular weight	603.8	g/mol